Formula: C2H2Cl2P2
Source: the Open Molecules 2025 dataset
Level of theory: ωB97M-V/def2-TZVPD

Calculated values
- Kohn-Sham gap (alpha / beta) (eV) = 7.10 / 6.85
- energy above the lowest of the compared OMol25 structures with the same formula, charge and spin (kcal/mol) = 37.4

The geometry in ORCA input format:
```
! RIJCOSX wB97M-V def2-TZVPD def2/J DEFGRID3
* xyz 0 3
P 0.96 -0.04 -1.21
Cl 1.62 0.05 1.77
C -0.78 -0.72 0.78
P -1.97 -1.49 1.32
H -0.82 0.61 -1.08
Cl -1.74 1.23 -0.80
H 2.24 0.56 -1.21
C 0.49 -0.20 0.44
*
```

Formula: C26H62N4O9SSi2
Source: the Open Molecules 2025 dataset
Level of theory: ωB97M-V/def2-TZVPD

Calculated values
- Kohn-Sham gap (eV) = 8.95

The geometry in ORCA input format:
```
! RIJCOSX wB97M-V def2-TZVPD def2/J DEFGRID3
* xyz 0 1
C -4.69 -1.25 4.35
H -5.77 -1.36 4.38
C -2.16 -0.76 6.95
H -3.45 -3.89 -4.50
C 3.85 5.07 3.97
O 1.91 -0.57 1.82
H 6.81 8.00 2.35
C -2.92 0.79 -2.92
H -2.18 -4.79 3.85
C -6.98 -2.30 -6.73
C -5.21 -2.65 -4.36
H -4.38 -3.30 4.92
H -2.97 0.49 -3.96
O -2.63 -2.35 5.13
C -0.50 -5.43 2.85
H -1.51 0.08 7.20
H 2.61 0.11 -2.83
C 4.88 7.79 3.30
C 3.42 5.95 2.81
H 4.79 8.86 3.47
H -2.04 1.43 -2.75
H 5.27 7.36 4.23
C 2.21 -1.67 0.92
O 4.97 3.60 -2.08
C -4.04 -2.31 5.23
H -0.88 -1.39 5.34
C -2.77 0.09 -0.64
H -4.35 -1.36 3.31
H -0.84 -6.79 1.21
H 8.22 4.08 -2.92
O 3.56 7.34 3.04
H -1.72 -4.93 0.13
H -0.13 -4.41 3.01
C -1.60 -2.46 -1.54
H -2.50 -5.55 2.45
H 0.80 -6.08 1.29
O -0.10 -3.83 -3.56
H -3.80 1.38 -2.65
H 3.35 5.39 4.89
H -1.94 -1.59 7.62
H 3.56 5.89 -2.31
O -1.25 -1.12 -3.45
H -6.60 -3.33 -6.69
C 1.00 -4.15 -4.14
H -2.90 -0.72 0.07
N -2.87 -0.38 -2.03
C -0.67 -4.80 0.39
H -2.20 -0.34 4.83
H -7.20 -2.08 -7.78
H -3.92 -3.18 -6.04
H 5.54 4.59 -0.35
H -7.90 -2.26 -6.16
H 3.60 4.03 3.77
H -1.66 -2.22 -0.48
H 7.57 3.09 -1.60
O -5.74 -1.41 -4.80
H 6.10 3.06 -3.64
H 0.11 -6.06 3.51
H 0.28 -0.40 -0.53
O 0.02 -0.05 2.68
H -2.41 -3.18 -1.71
H 5.88 4.80 -3.50
C 6.07 3.89 -2.92
Si 0.00 -3.34 -1.93
H -3.19 -0.45 7.13
H -3.60 0.78 -0.46
H 4.06 6.57 -0.74
H 5.23 6.41 -2.05
C -0.27 -5.88 1.42
N 2.00 -4.43 -4.64
H 1.74 -2.58 1.32
C 4.71 4.54 -1.06
C -5.97 -1.30 -6.20
H -6.35 -0.29 -6.34
H 5.44 7.93 1.22
H 4.93 5.13 4.14
C -1.94 -1.17 5.50
H -5.93 -3.46 -4.54
C 7.40 3.98 -2.20
S 2.98 0.20 -1.55
H -5.12 -2.55 -3.28
Si 1.53 -1.14 -0.76
H 3.86 4.14 -0.51
C 5.84 7.53 2.15
C 0.14 -4.89 -0.92
C -1.87 -1.26 -2.42
C 4.37 5.93 -1.57
H 6.02 6.46 2.01
H -5.03 -1.37 -6.75
H -0.30 -5.69 -1.54
H -4.35 -2.18 6.27
H -1.84 0.63 -0.45
O 1.35 -2.41 -1.80
H 1.19 -5.11 -0.72
H -4.44 -0.24 4.67
N -1.90 -5.58 3.27
N 0.78 -0.92 2.62
H 7.45 4.84 -1.53
H -0.52 -3.82 0.87
H 3.29 -1.77 0.90
H -3.16 -2.17 -4.81
H 3.95 5.66 1.89
H 2.35 5.80 2.62
C -3.86 -2.99 -4.96
*
```

Formula: C5H7N
Source: the Open Molecules 2025 dataset
Level of theory: ωB97M-V/def2-TZVPD

Calculated values
- Kohn-Sham gap (eV) = 9.37
- energy above the lowest of the compared OMol25 structures with the same formula, charge and spin (kcal/mol) = 108.2

The geometry in ORCA input format:
```
! RIJCOSX wB97M-V def2-TZVPD def2/J DEFGRID3
* xyz 0 1
H -0.66 -0.58 1.03
C 1.76 0.99 1.65
C 0.91 1.36 0.83
C -0.98 -1.02 0.12
H 2.34 0.75 2.49
H -1.25 -2.02 0.39
H 0.12 1.75 0.30
H -1.95 -0.73 -0.16
C 0.09 -0.78 -0.90
H 0.49 2.05 -2.50
H 0.97 -1.40 -0.70
N 0.24 1.07 -2.53
C 0.20 0.35 -1.54
*
```

Formula: C3H7N3O
Source: the Open Molecules 2025 dataset
Level of theory: ωB97M-V/def2-TZVPD

Calculated values
- Kohn-Sham gap (eV) = 8.80
- energy above the lowest of the compared OMol25 structures with the same formula, charge and spin (kcal/mol) = 167.0

The geometry in ORCA input format:
```
! RIJCOSX wB97M-V def2-TZVPD def2/J DEFGRID3
* xyz 0 1
H 2.32 -1.34 -0.80
N -0.66 1.54 -0.83
H 1.63 1.23 1.19
N 1.43 -0.92 -1.04
H -2.79 -1.26 1.65
C -2.38 -0.65 0.85
C -0.45 0.47 -0.19
N 0.98 -0.15 0.02
O 1.96 0.86 0.36
H 0.19 1.96 -1.20
H 1.55 -0.33 -1.87
H 0.38 -0.72 0.96
H -3.05 -0.42 0.03
C -1.10 -0.28 0.86
*
```

Formula: C4H5N3
Source: the Open Molecules 2025 dataset
Level of theory: ωB97M-V/def2-TZVPD

Calculated values
- Kohn-Sham gap (alpha / beta) (eV) = 9.58 / 9.58
- energy above the lowest of the compared OMol25 structures with the same formula, charge and spin (kcal/mol) = 141.8

The geometry in ORCA input format:
```
! RIJCOSX wB97M-V def2-TZVPD def2/J DEFGRID3
* xyz 0 1
N -0.96 -0.53 0.54
N 1.32 -0.14 -0.56
H -0.27 -0.74 -1.91
C 0.34 -0.73 1.26
C -0.60 0.68 -0.25
N 0.99 0.34 1.71
H 0.63 -1.75 1.46
H -1.34 1.47 -0.29
C 0.81 0.66 0.37
H 0.50 0.87 -2.19
C 0.17 0.15 -1.45
H -1.57 -0.29 1.32
*
```

Formula: C4H5NO2S
Source: the Open Molecules 2025 dataset
Level of theory: ωB97M-V/def2-TZVPD

Calculated values
- Kohn-Sham gap (eV) = 8.69
- energy above the lowest of the compared OMol25 structures with the same formula, charge and spin (kcal/mol) = 69.8

The geometry in ORCA input format:
```
! RIJCOSX wB97M-V def2-TZVPD def2/J DEFGRID3
* xyz 0 1
C 0.26 -0.62 0.35
H 0.10 -2.09 1.96
C 1.42 1.36 0.67
C -0.28 -1.58 1.12
H -1.04 -2.39 0.74
C -0.21 -0.08 -1.09
N -1.53 0.19 -1.21
O 1.48 -0.04 0.75
H -1.98 0.55 -0.39
H 2.38 1.70 0.90
H -1.92 0.90 -2.04
O 0.34 1.95 0.46
S 0.98 0.15 -2.22
*
```

Question: What is the formula in the first record?
Answer: C2H2Cl2P2